Entry 1:
The following is a quantum chemistry calculation of a structure of composition C25H27As2N3O8SbSe4Tc in a non-equilibrium geometry, from the OMol25 dataset.

Geometry (Å):
Sb: -1.3090 -2.1033 2.3656
Tc: 0.3639 -1.0609 -0.7580
Se: -2.9615 -0.4086 2.3206
Se: -1.2113 -2.7250 -0.1511
Se: 0.7961 -0.7625 1.6635
Se: -0.8886 -3.8526 3.8626
As: 2.7782 -0.4447 -0.6181
As: 4.0009 -1.0306 -3.6581
O: -0.6109 -1.3498 -2.8253
O: 6.0989 2.0472 -3.0759
O: 3.0324 2.2713 0.2261
O: 4.4414 2.1653 -4.6008
O: 3.7420 3.3832 -1.6042
O: 0.9652 -0.4607 -4.2168
O: 2.8943 -3.4777 -0.4255
O: 4.1999 -3.7856 -2.2327
N: 0.2810 7.9691 0.2037
N: 0.4705 5.7555 -0.6359
N: -0.1984 0.9513 -1.1478
C: 2.9990 -1.7501 -2.0725
C: -1.3398 1.3187 -0.5473
C: 3.5551 0.9949 -1.6311
C: 0.4355 1.8337 -1.9354
C: 0.6752 -1.1188 -3.2595
C: 1.0192 5.2952 -2.9602
C: 5.0110 1.7418 -3.4782
C: 2.8410 3.5247 0.9156
C: 0.8043 7.6013 -2.0854
C: 1.5052 -1.6509 -2.1590
C: -1.2093 3.4958 -1.5180
C: 3.4699 2.3604 -1.0397
C: 4.6162 -5.0872 -1.7561
C: 3.9777 -0.7717 0.8606
C: -1.6648 -0.5939 -3.4760
C: 4.1639 0.7172 -2.7802
C: 0.7507 3.9933 -3.0544
C: -0.0135 3.1277 -2.1361
C: 0.5569 8.4369 -1.0089
C: -1.8719 2.5839 -0.7188
C: 3.3546 -3.1044 -1.4729
C: 0.2578 6.6474 0.3233
C: 0.7387 6.2335 -1.8572
C: 5.1970 3.1611 -5.3216
C: 5.8548 -1.5382 -3.2857
H: 2.0667 4.1035 0.4137
H: 1.3191 1.4820 -2.4513
H: 0.0428 6.2539 1.3110
H: 6.1257 2.7292 -5.6877
H: 4.0782 -5.8415 -2.3242
H: 3.7740 4.0828 0.9315
H: 4.9673 -0.9393 0.4348
H: 3.6339 -1.6473 1.4050
H: 3.9839 0.1103 1.4976
H: 1.0373 7.9986 -3.0634
H: 5.9861 -2.6001 -3.4641
H: 0.5841 9.5146 -1.1195
H: -1.3678 0.4443 -3.6026
H: 1.1465 3.4770 -3.9236
H: -2.5306 -0.6901 -2.8285
H: -1.6184 4.4815 -1.6814
H: 4.5623 3.4645 -6.1467
H: -1.8578 -1.0442 -4.4456
H: -1.8347 0.5889 0.0898
H: 2.5324 3.2558 1.9210
H: 5.6822 -5.1569 -1.9498
H: 1.5550 5.7389 -3.7915
H: 6.4610 -0.9839 -4.0028
H: 5.4181 4.0003 -4.6662
H: 4.4009 -5.1861 -0.6968
H: 6.1715 -1.2754 -2.2785
H: -2.8013 2.8297 -0.2253

For the molar mass, the calculation gives 1182.95 g mol⁻¹. The strongest force on any atom comes out at 2.69 eV Å⁻¹. For the LUMO energy (spin up / spin down), the calculation gives -0.159 / -0.209 hartree. The highest occupied orbital energy (spin up / spin down) is -0.3874 / -0.3868 Ha. The total charge is +1. Its spin multiplicity is 2. The orbital gap (spin up / spin down) is 6.22 / 4.85 eV.

Atomic partial charges in e from the Löwdin method, atoms 1 to 2:
1. Sb -0.1818
2. Tc 0.6852

---

Entry 2:
The following is a quantum chemistry calculation of a structure of composition C25H27As2N3O8SbSe4Tc in a non-equilibrium geometry, from the OMol25 dataset.

Geometry (Å):
Sb: -5.1290 -0.1737 1.0598
Tc: -1.8427 0.3350 0.6658
Se: -6.2450 -0.9129 -0.8851
Se: -3.0698 -1.3906 1.8709
Se: -3.6546 1.8874 0.8399
Se: -6.5655 0.1454 3.1082
As: 3.3941 2.0480 2.3207
As: -0.5066 2.0803 1.6084
O: 3.9455 1.7048 -0.9351
O: 2.0884 -0.5906 2.8505
O: 1.1518 2.1338 -2.0410
O: 0.0661 -0.6601 1.8811
O: 2.3175 3.9998 4.7234
O: 0.1628 3.9059 4.1106
O: 3.3743 3.8879 -0.8336
O: -0.8386 1.8137 -1.0327
N: -1.1635 -1.0367 -0.8904
N: -1.2512 -5.4586 -2.3751
N: -0.9465 -7.8073 -2.1703
C: -1.0460 3.9243 1.6108
C: 0.2852 -2.1074 1.8061
C: -3.1813 -4.5083 -3.5124
C: -1.4451 1.7662 -2.3512
C: 0.4713 -2.0384 -2.2904
C: -2.8389 -6.9460 -3.3226
C: 4.8559 1.9967 -2.0190
C: -0.5190 -2.7215 -2.9775
C: 1.7086 2.2439 3.3292
C: 4.1107 3.8671 2.4036
C: 1.0966 -0.0117 2.5236
C: 0.1145 -1.2164 -1.2427
C: 0.5206 2.0536 -1.0323
C: 1.0202 2.1584 0.3773
C: 0.7536 1.3990 2.8887
C: 3.2483 2.7437 -0.4984
C: -2.3842 -5.6597 -3.0588
C: -0.6010 -6.5417 -1.9710
C: -2.0723 -7.9985 -2.8514
C: 2.3193 2.3529 0.6210
C: -1.8526 -2.5538 -2.6121
C: -2.1265 -1.6724 -1.5793
C: -2.9795 -3.2095 -3.3026
C: 1.2920 3.4932 4.0545
C: 2.0105 5.1312 5.5644
H: -1.7894 4.0974 2.3829
H: 5.3437 1.0567 -2.2499
H: 4.6454 3.9856 3.3427
H: 1.5131 -2.1421 -2.5580
H: -0.1804 4.5587 1.7664
H: 1.1998 -2.3151 1.2588
H: -0.5794 -2.5175 1.2972
H: -2.3684 -9.0268 -3.0230
H: 1.2803 4.8451 6.3179
H: 0.3167 -6.3757 -1.4166
H: -1.2551 2.7037 -2.8666
H: 5.5818 2.7438 -1.7069
H: 4.8203 3.9544 1.5809
H: -0.2669 -3.3787 -3.7971
H: -3.7546 -7.1190 -3.8700
H: 2.9500 5.4135 6.0254
H: -1.4790 4.0903 0.6234
H: -3.7509 -2.5293 -3.6504
H: -3.1517 -1.4758 -1.2819
H: 4.2961 2.3676 -2.8746
H: 3.3535 4.6400 2.3019
H: 0.8611 -0.6722 -0.6767
H: -4.0853 -4.7802 -4.0456
H: 1.6117 5.9459 4.9640
H: -1.0226 0.9414 -2.9211
H: -2.5066 1.6256 -2.1744
H: 0.3682 -2.4938 2.8177

For the molar mass, the calculation gives 1182.95 g mol⁻¹. The strongest force on any atom comes out at 3.78 eV Å⁻¹. For the LUMO energy (spin up / spin down), the calculation gives -0.199 / -0.194 hartree. The highest occupied orbital energy (spin up / spin down) is -0.3433 / -0.3503 Ha. The total charge is +1. Its spin multiplicity is 2. The orbital gap (spin up / spin down) is 3.94 / 4.25 eV.

Atomic partial charges in e from the Löwdin method, atoms 1 to 2:
1. Sb -0.2606
2. Tc 0.6138

---

Entry 3:
The following is a quantum chemistry calculation of a structure of composition C25H27BCuF2N2O4S2, from the OMol25 dataset.

Geometry (Å):
Cu: 0.8804 -0.5605 0.4870
S: 1.1931 2.6931 -1.2860
S: -3.0042 1.1744 0.9606
F: 3.6750 -0.0842 -0.3907
F: 2.7528 -1.8306 -1.4203
O: -0.7515 -0.4798 1.4976
O: -2.2398 -1.0775 3.0242
O: -2.6973 1.6721 -0.4216
O: 0.6929 2.0956 -6.0445
N: -1.1795 2.8515 -2.4295
N: 0.6261 2.6851 -3.8782
C: -2.1147 1.9726 3.4454
C: -1.6821 0.5080 -5.6932
C: -6.7088 1.6302 2.4970
C: -2.5833 -1.2556 -4.3368
C: -1.9020 5.0233 -3.3492
C: -1.3789 3.2985 1.5616
C: 0.1486 2.7437 -2.5628
C: 0.0194 -1.6979 3.4157
C: -1.0884 -1.0554 2.5857
C: -5.4166 1.1840 2.2598
C: -0.7109 0.0202 -3.5408
C: -0.7571 0.7939 -4.6953
C: -2.0917 3.5091 -3.3448
C: -6.4111 3.3708 0.8619
C: -7.2068 2.7205 1.7973
C: -5.1184 2.9326 0.6224
C: -2.0809 5.6424 -1.9690
C: -0.6772 4.1275 2.4268
C: -2.0972 2.2413 2.0853
C: -0.6985 3.8879 3.7914
C: -1.6313 -1.0007 -3.3604
C: -2.6015 -0.5113 -5.5101
C: -1.4140 2.8079 4.2980
C: 0.2144 1.9029 -4.9446
C: -4.6307 1.8497 1.3323
B: 2.5580 -0.8340 -0.5231
H: -0.3134 -2.6693 3.7798
H: -4.4836 3.4109 -0.1120
H: 0.0477 0.1901 -2.7872
H: -1.9258 6.7212 -1.9937
H: -2.6433 1.1049 3.8184
H: -6.8027 4.2184 0.3144
H: -3.0967 3.2548 -3.0016
H: -5.0137 0.3236 2.7810
H: 1.5479 3.0797 -4.0104
H: -3.3298 -0.7271 -6.2807
H: 0.2029 -1.0624 4.2840
H: -1.6692 1.0963 -6.6015
H: -3.0863 5.4569 -1.5838
H: -0.9003 5.2471 -3.7273
H: -1.3417 3.4456 0.4918
H: -1.4125 2.6066 5.3611
H: 0.9460 -1.8018 2.8536
H: -0.0993 4.9497 2.0254
H: -1.5441 2.5634 -1.5187
H: -1.9944 3.1159 -4.3566
H: -1.6051 -1.5824 -2.4503
H: -0.1439 4.5314 4.4626
H: -2.6155 5.4547 -4.0568
H: -8.2192 3.0593 1.9741
H: -1.3674 5.2205 -1.2606
H: -3.3082 -2.0456 -4.1875
H: -7.3319 1.1172 3.2175

For the molar mass, the calculation gives 595.99 g mol⁻¹. The strongest force on any atom comes out at 0.49 eV Å⁻¹. For the LUMO energy, the calculation gives 0.091 hartree. The highest occupied orbital energy is -0.1760 Ha. The total charge is -1. The orbital gap is 7.26 eV.

Atomic partial charges in e from the natural (NBO) method, atoms 1 to 2:
1. Cu 0.3806
2. S -0.1699